No. 1
Here is C38H47N4S5Y as an isolated structure from the OMol25 dataset. Energies are from ωB97M-V/def2-TZVPD.

Each line ends with the Löwdin charge.
Atoms and positions in Å:
Y1 0.00000 0.00000 0.00000  0.87
C1 -1.74387 -2.89344 -1.20086  -0.46
C2 -0.68476 -3.63984 -0.39493  -0.43
S1 0.18646 -2.50644 0.72763  0.88
C3 1.91675 -2.99870 0.43462  -0.44
C4 2.42165 -2.66030 -0.96491  -0.41
S2 1.98832 -0.95216 -1.40954  0.89
C5 1.35090 -1.19068 -3.10036  -0.44
C6 0.04334 -1.97494 -3.15761  -0.42
S3 -1.14282 -1.33800 -1.93655  0.88
H1 -2.14744 -3.53678 -1.98987  0.11
H2 -2.58500 -2.63426 -0.54757  0.01
H3 -1.16680 -4.41704 0.20762  0.10
H4 0.01434 -4.15297 -1.05954  0.08
H5 2.52836 -2.47733 1.17999  0.08
H6 2.02837 -4.07002 0.63262  0.11
H7 3.51238 -2.75596 -0.99111  0.10
H8 2.03141 -3.37080 -1.69753  0.09
H9 1.19791 -0.19318 -3.52841  0.06
H10 2.11676 -1.67927 -3.71203  0.11
H11 -0.39984 -1.87113 -4.15372  0.10
H12 0.22739 -3.04194 -3.01088  0.09
C7 -4.66364 0.85628 -0.78659  -0.04
C8 -3.84424 0.78381 0.46481  -0.19
C9 -3.67551 -0.44280 1.12155  -0.18
C10 -4.12769 -1.71058 0.45847  -0.06
C11 -3.05944 -0.48388 2.37755  -0.19
C12 -2.91004 -1.77359 3.12154  -0.03
C13 -2.54072 0.68963 2.93653  -0.19
C14 -1.88484 0.65390 4.28102  -0.02
C15 -2.57098 1.88195 2.20469  -0.19
C16 -1.90276 3.10791 2.73703  -0.04
C17 -3.23809 1.93776 0.97683  -0.19
C18 -3.21299 3.21193 0.19005  -0.04
H13 -4.05218 0.73825 -1.68502  0.08
H14 -5.20065 1.80315 -0.86174  0.09
H15 -5.43658 0.08520 -0.78866  0.09
H16 -5.09243 -2.04983 0.83830  0.12
H17 -3.40154 -2.51249 0.59730  0.05
H18 -4.21557 -1.58322 -0.62139  0.08
H19 -1.85619 -2.01632 3.26563  0.07
H20 -3.36799 -2.61685 2.60432  0.08
H21 -3.38260 -1.71648 4.10291  0.10
H22 -0.82268 0.42813 4.18761  0.07
H23 -2.32775 -0.09897 4.93353  0.08
H24 -1.98273 1.60759 4.80330  0.09
H25 -2.59755 3.70635 3.32585  0.11
H26 -1.52385 3.73314 1.92790  0.08
H27 -1.04024 2.86448 3.35673  0.08
H28 -2.24341 3.34567 -0.29227  0.07
H29 -3.39300 4.07846 0.82966  0.10
H30 -3.96413 3.24331 -0.59697  0.08
S4 4.24726 1.02145 5.17999  1.01
C19 3.26765 0.53840 3.77055  -0.47
C20 3.61271 0.97109 2.49230  -0.02
C21 2.81695 0.57453 1.43165  -0.16
N1 1.72233 -0.20379 1.56507  -0.18
C22 1.40570 -0.60027 2.81588  -0.17
C23 2.13692 -0.25736 3.93978  -0.04
C24 5.42683 -0.31533 5.21465  -0.52
C25 6.63201 -0.20775 4.52443  -0.08
C26 7.51798 -1.26917 4.58812  -0.12
N2 7.28380 -2.40121 5.28486  0.08
C27 6.11242 -2.47459 5.95156  -0.12
C28 5.16216 -1.46828 5.95028  -0.08
H31 4.47672 1.60194 2.31794  0.13
H32 3.04413 0.88290 0.41503  0.08
H33 0.51730 -1.22074 2.89345  0.07
H34 1.82570 -0.60489 4.91804  0.12
H35 6.88308 0.67667 3.95048  0.11
H36 8.46992 -1.23615 4.06575  0.11
H37 5.95341 -3.39438 6.50734  0.11
H38 4.24283 -1.58765 6.51172  0.11
S5 -0.06381 4.29278 -5.41602  1.01
C29 -0.05544 3.17315 -4.02840  -0.48
C30 1.12298 2.53705 -3.64458  -0.03
C31 1.07642 1.67196 -2.56533  -0.20
N3 -0.04656 1.40516 -1.86573  -0.15
C32 -1.17564 2.02752 -2.26548  -0.13
C33 -1.23202 2.90887 -3.33117  -0.03
C34 0.30898 5.82535 -4.58440  -0.52
C35 1.62967 6.24454 -4.44123  -0.08
C36 1.86735 7.44499 -3.79473  -0.12
N4 0.89251 8.23609 -3.29905  0.08
C37 -0.37815 7.81011 -3.46004  -0.12
C38 -0.71855 6.62623 -4.09111  -0.08
H39 2.05742 2.70428 -4.16770  0.13
H40 1.96791 1.15301 -2.22460  0.05
H41 -2.06428 1.78957 -1.68780  0.08
H42 -2.17288 3.37212 -3.60462  0.13
H43 2.45812 5.65810 -4.82133  0.11
H44 2.87913 7.81517 -3.65507  0.11
H45 -1.14158 8.46888 -3.05601  0.11
H46 -1.76000 6.34378 -4.19257  0.11
H47 0.81347 1.84721 0.35773  -0.04

Calculated values
Total charge: +2
ΔE to the lowest compared entry with this formula, charge and spin (kcal per mole): 1.6
HOMO energy (eV): -13.20
Spin multiplicity: 1
HOMO-LUMO gap (eV): 7.6
E (a.u.): -3723.9946

=====

No. 2
Here is one molecule with the formula C6H13OP from the OMol25 dataset. Energies are from ωB97M-V/def2-TZVPD.

Each line ends with the Löwdin charge.
Atoms and positions in Å:
C1 0.10611 -0.08853 -1.82521  -0.36
C2 0.91530 1.28782 1.93586  -0.24
C3 0.99632 1.21141 0.41388  -0.27
C4 0.61491 -0.92200 1.56743  -0.37
C5 -0.50932 -0.98684 -2.82630  -0.20
C6 -1.85035 0.02419 0.33491  -0.17
O1 0.32422 0.09662 2.41160  -0.20
P1 0.01783 -0.26755 -0.08658  0.89
H1 1.17706 0.07899 -1.95153  0.02
H2 1.86810 1.25159 2.40724  0.11
H3 0.26505 2.12307 2.20476  0.13
H4 0.54247 2.08310 -0.00034  0.08
H5 2.06341 0.82233 0.16630  0.12
H6 1.72602 -1.12507 1.53804  0.11
H7 0.14764 -1.90859 1.76617  0.10
H8 0.11505 -0.87516 -3.72104  0.08
H9 -0.52725 -1.98365 -2.60770  0.03
H10 -1.43793 -0.67074 -3.00451  0.01
H11 -2.41880 0.62070 -0.42376  0.06
H12 -2.10012 -1.09831 0.33467  0.05
H13 -2.03572 0.32664 1.36612  0.03

Calculated values
ΔE to the lowest compared entry with this formula, charge and spin (kcal per mole): 75.9
HOMO energy (eV): -7.06
SMILES: CC=[P@]1(C)CCOC1
Spin multiplicity: 1
HOMO-LUMO gap (eV): 7.8
E (a.u.): -652.8576

=====

No. 3
Here is one molecule with the formula C17H18N4O4 from the OMol25 dataset. Energies are from ωB97M-V/def2-TZVPD.

Each line ends with the Löwdin charge.
Atoms and positions in Å:
C1 -4.40609 -2.01703 1.15937  -0.10
H1 -4.49616 -2.13128 2.24600  0.09
O1 -3.94355 -0.72872 0.82665  -0.20
C2 -2.66156 -0.44392 1.33043  -0.16
C3 -1.53457 -0.99872 0.49518  -0.13
C4 -1.74247 -1.49728 -0.78147  0.01
C5 -0.65475 -1.91096 -1.53985  -0.30
N1 0.58646 -1.87442 -1.07029  0.19
C6 0.80821 -1.43002 0.14985  -0.30
C7 -0.22784 -0.96259 0.98742  -0.11
C8 0.07499 -0.40890 2.24414  -0.19
N2 0.30904 0.07083 3.26006  0.19
O2 2.04765 -1.43122 0.64690  0.00
C9 3.12659 -1.52564 -0.26892  -0.07
C10 4.05318 -0.33167 -0.07230  -0.43
O3 5.25338 -0.42361 0.04402  0.08
N3 3.42868 0.87701 -0.01403  0.06
N4 2.11926 1.05275 -0.25521  0.08
C11 1.58109 2.16775 0.05221  -0.06
C12 0.20853 2.46471 -0.19960  -0.26
C13 -0.51130 3.57689 0.18068  0.00
C14 -1.81049 3.40003 -0.32689  -0.02
C15 -1.80698 2.20016 -0.98941  -0.31
O4 -0.59136 1.62945 -0.90877  0.08
C16 -2.88472 1.50543 -1.73860  0.01
H2 -3.53007 2.23570 -2.22017  0.09
H3 -2.44623 0.85316 -2.48921  0.08
H4 -3.49445 0.90150 -1.06595  0.07
H5 -2.64015 4.06911 -0.22544  0.11
H6 -0.14607 4.40541 0.75233  0.11
H7 2.14756 2.97529 0.52991  0.14
H8 3.99878 1.67074 0.29230  0.16
H9 2.73804 -1.54251 -1.29244  0.12
H10 3.69209 -2.43987 -0.06809  0.14
C17 -0.81830 -2.40116 -2.94148  -0.02
H11 -0.73343 -1.56035 -3.62982  0.09
H12 -0.02973 -3.10892 -3.18072  0.08
H13 -1.79074 -2.86536 -3.08272  0.08
H14 -2.73959 -1.53729 -1.18943  0.12
H15 -2.57761 0.64993 1.34403  0.14
H16 -2.56312 -0.79418 2.36879  0.14
H17 -3.74178 -2.79998 0.77752  0.09
H18 -5.38850 -2.11849 0.70253  0.09

Calculated values
ΔE to the lowest compared entry with this formula, charge and spin (kcal per mole): 78.5
HOMO energy (eV): -8.09
SMILES: COCc1cc(C)nc(OCC(=O)N/N=C/c2ccc(C)o2)c1C#N
Spin multiplicity: 1
HOMO-LUMO gap (eV): 8.5
E (a.u.): -1178.5455

=====

No. 4
Here is one molecule with the formula C2H3BrN2O from the OMol25 dataset. Energies are from ωB97M-V/def2-TZVPD.

Each line ends with the Löwdin charge.
Atoms and positions in Å:
C1 1.14103 0.68838 -0.21857  -0.38
C2 0.43827 -0.59935 0.20585  -0.70
N1 -1.57124 0.36810 0.43213  0.05
N2 -0.72893 -0.21965 1.09536  -0.09
O1 0.58073 1.70584 -0.29425  0.08
Br1 1.71709 -1.70348 1.22185  0.66
H1 2.34161 0.60587 -0.41584  0.15
H2 0.16613 -0.94188 -0.83442  0.12
H3 -2.43182 0.70795 1.02971  0.12

Calculated values
ΔE to the lowest compared entry with this formula, charge and spin (kcal per mole): 12.8
HOMO energy (eV): -9.47
SMILES: [H]/N=N/[C@H](Br)C=O
Spin multiplicity: 1
HOMO-LUMO gap (eV): 9.8
E (a.u.): -2836.6811